# 1
Here is a cluster of 2 separate species, C3H10OS in total at a distorted geometry from OMol25. Energies are from ωB97M-V with the def2-TZVPD basis set.

Its molar mass is 94.2 Da. Its spin multiplicity is 1. The calculation puts the highest occupied orbital energy at -8.221 eV. For the total energy, the calculation gives -16154.51941 eV. The structure (SMILES) is CSC.CO.

Each line ends with the natural charge from an NBO analysis.
Positions of all 15 atoms, in Å:
H (-0.165946, -0.906629, 2.164872)  0.4567
O (0.231393, 0.005740, 2.177219)  -0.7280
S (-0.300268, -1.076229, -1.506799)  0.1903
H (-1.697081, 0.697269, 1.915589)  0.1709
H (1.105490, -1.394794, 0.344670)  0.2228
H (2.129649, -0.782758, -0.932602)  0.2075
H (0.959685, 0.333724, -0.224657)  0.2232
H (0.780012, -0.147679, -3.499051)  0.2246
C (-0.167309, -0.042331, -2.883186)  -0.8018
H (-1.088816, -0.240725, -3.482775)  0.2416
C (1.137052, -0.701108, -0.461165)  -0.7205
H (-0.503682, 1.797820, 2.559591)  0.1835
C (-0.872285, 0.821763, 2.699711)  -0.2582
H (-0.420359, 1.020545, -2.579111)  0.2126
H (-1.127535, 0.615395, 3.707694)  0.1746

Forces on the atoms, in the same order (eV/Å):
0.93 1.22 -0.10
-1.67 -1.25 1.18
0.04 -2.04 1.11
0.51 0.20 1.60
-0.12 -0.11 0.77
-0.50 -0.19 -0.26
0.41 0.16 0.92
-1.25 0.25 0.73
-0.56 2.23 -1.45
0.94 -0.35 0.06
0.14 0.76 -1.80
0.22 1.39 0.30
0.21 -1.15 -3.51
1.07 -0.81 -0.39
-0.38 -0.31 0.84


# 2
Here is an isolated molecule of C5H7NO4S at a distorted geometry from OMol25. Energies are from ωB97M-V with the def2-TZVPD basis set.

Its molar mass is 177.2 Da. Its spin multiplicity is 1. The calculation puts the highest occupied orbital energy at -10.110 eV. For the total energy, the calculation gives -25809.32383 eV. The structure (SMILES) is C[C@@]1(C#[N+][O-])CCS(=O)(=O)O1.

Each line ends with the natural charge from an NBO analysis.
Positions of all 18 atoms, in Å:
H (-2.267739, 0.319025, -1.227130)  0.2261
C (-1.599765, -0.480928, -1.157429)  -0.5991
H (1.847132, 0.986531, 1.111574)  0.2462
H (-1.224227, -0.948957, -2.179365)  0.2329
H (-2.008015, -1.217511, -0.541051)  0.2301
C (0.880712, 0.612041, 1.659254)  -0.6376
C (0.464426, 0.769902, -1.428464)  0.0738
S (0.899492, -1.210062, 1.356508)  2.3229
C (-0.299851, -0.010498, -0.424971)  0.2122
O (0.648940, -1.051048, -0.187013)  -0.6839
H (0.950555, 0.944031, 2.662629)  0.2559
C (-0.493493, 0.832998, 0.843598)  -0.4567
O (-0.327806, -1.730500, 1.999787)  -0.9399
H (-0.597214, 1.845188, 0.530897)  0.2502
N (0.902409, 0.909469, -2.495925)  0.2495
O (1.355061, 1.138407, -3.539612)  -0.3727
O (2.129317, -1.940849, 1.550298)  -0.8804
H (-1.259933, 0.232760, 1.466413)  0.2705

Forces on the atoms, in the same order (eV/Å):
-0.92 1.28 -0.55
3.70 -1.40 -1.23
-1.94 -0.49 0.73
-1.27 1.08 2.06
-0.91 -1.43 0.81
0.89 -0.62 -3.45
0.01 0.64 -0.56
-0.86 -1.29 3.25
0.02 1.40 -1.96
-0.30 -1.26 0.12
-0.40 -0.14 1.02
1.09 -2.56 1.89
2.09 0.81 -1.23
-0.79 0.73 0.32
-1.34 -0.45 2.87
1.32 0.61 -2.79
-1.05 1.15 -0.45
0.66 1.96 -0.86


# 3
Here is a structure of composition C13H13ClINO8P2Pd at a distorted geometry from OMol25. Energies are from ωB97M-V with the def2-TZVPD basis set.

Its molar mass is 642.0 Da. Its spin multiplicity is 1. The charge is +2. The calculation puts the highest occupied orbital energy at -15.343 eV. For the total energy, the calculation gives -74221.30291 eV.

Each line ends with the natural charge from an NBO analysis.
Positions of all 40 atoms, in Å:
H (-1.337485, -0.938806, -3.035066)  0.4533
C (1.176875, 2.647724, 1.221759)  -0.4142
H (-3.071778, 0.391524, 3.395414)  0.2302
C (2.229712, 0.292941, -0.753669)  -0.1320
C (1.835197, -0.775660, -1.718449)  -0.4773
O (-1.818121, -0.752362, -2.208678)  -0.9164
O (2.233264, 0.536714, -4.288581)  -0.9120
C (0.374521, -3.010691, -1.944959)  0.6466
I (3.527315, 1.897819, -1.360936)  0.3529
C (0.452782, -1.894844, 0.202956)  -0.0727
H (1.728665, 1.020854, 2.709471)  0.2589
C (-2.169435, 1.776448, 1.962883)  0.7971
H (3.129457, 0.940924, -4.303521)  0.5502
H (-0.747062, 3.666012, 1.757528)  0.2276
O (-2.504004, 2.143255, 0.856974)  -0.5570
H (0.330698, 3.253940, 3.145352)  0.2059
C (-3.347450, 1.396285, 2.953880)  -0.7249
H (3.156022, 1.632612, 1.637281)  0.2628
C (2.064297, 1.388473, 1.705868)  -0.4696
H (-4.314715, 1.249381, 2.409885)  0.2619
O (-2.735374, -1.642045, 0.129841)  -0.8940
H (-2.166524, -0.933971, 0.499001)  0.5070
C (1.696537, 0.241268, 0.693476)  0.1321
O (-0.740563, -3.931041, 1.116839)  -0.3421
O (-3.323639, -2.805326, -2.038964)  -0.9908
O (-0.829649, 1.640938, 2.352709)  -0.5755
C (-0.078664, 2.860666, 2.165386)  -0.0837
N (-0.841728, -3.278759, -1.189738)  -0.8194
H (-3.449044, 2.141108, 3.789766)  0.2649
H (1.776556, 3.588146, 1.106605)  0.2523
P (-2.188875, -2.141501, -1.360837)  2.3483
O (0.799059, -3.672704, -2.924467)  -0.4968
C (-0.453208, -3.186262, 0.253498)  0.6734
P (2.294856, -0.921794, -3.515788)  1.4198
C (0.800260, -0.874429, 1.188633)  -0.1570
Cl (4.293914, -1.470168, -3.517951)  -0.0598
C (0.969591, -1.814716, -1.219618)  -0.0761
H (0.412242, -0.937937, 2.232993)  0.2975
Pd (0.073901, -2.131514, -4.300010)  0.8219
H (0.761596, 2.407500, 0.193233)  0.2067

Forces on the atoms, in the same order (eV/Å):
-0.51 0.23 0.35
-1.08 -0.53 -0.28
-0.35 1.11 -0.09
-1.28 -1.62 0.60
-0.67 0.32 2.38
1.08 -1.28 1.61
0.26 -2.65 1.25
-0.64 1.59 1.88
-0.90 -1.14 0.51
1.75 1.63 -0.63
0.64 0.57 -0.78
-2.63 0.08 -0.56
-0.33 0.10 -0.19
0.70 -0.85 0.18
1.50 -0.26 0.86
-0.74 -0.82 -0.76
1.47 -1.06 0.39
-0.99 -0.39 0.30
-1.11 -0.41 -1.53
1.12 0.52 0.26
2.74 -0.14 -2.18
-0.51 -0.09 0.03
0.07 -1.18 -0.30
0.08 0.67 -0.70
2.02 0.33 0.57
-0.93 0.64 0.19
1.41 1.38 -0.21
0.01 -0.39 -0.48
0.20 -0.72 -0.87
-0.52 -0.87 0.43
-5.14 -0.11 -1.14
-1.07 1.84 0.13
1.45 1.31 0.22
0.36 1.77 0.30
1.16 -0.17 -3.43
-2.28 0.21 -0.30
0.16 0.05 1.47
0.54 0.30 -0.99
2.49 -0.34 0.45
0.48 0.39 1.06


# 4
Here is a cluster of 10 separate species, C5H28NO9 in total at a distorted geometry from OMol25. Energies are from ωB97M-V with the def2-TZVPD basis set.

Its molar mass is 246.3 Da. Its spin multiplicity is 1. The charge is +1. The calculation puts the highest occupied orbital energy at -12.523 eV. For the total energy, the calculation gives -25552.33214 eV.

Each line ends with the natural charge from an NBO analysis.
Positions of all 43 atoms, in Å:
H (2.540791, -1.370412, -0.064788)  0.5242
H (0.772241, 1.352749, -2.958975)  0.5311
H (-0.291236, 1.569527, -4.096551)  0.5112
H (-1.576051, 1.933723, -1.961277)  0.4976
H (-2.945721, -2.216865, 2.568389)  0.4972
C (-0.333210, 0.158231, 0.026202)  -0.0889
H (2.963142, -1.749771, 2.236527)  0.4908
H (0.937093, 3.948333, 0.859650)  0.2126
O (-2.900890, 0.777929, 1.647581)  -0.9778
H (-0.745796, -2.703442, 1.798683)  0.5215
H (0.325213, 1.280589, 2.303113)  0.2124
O (0.321982, -2.994390, -1.154173)  -0.9765
N (-0.810469, -0.313822, -1.227789)  -0.4590
C (0.489594, 3.331239, 1.652871)  -0.6022
H (-0.614443, 0.256940, -2.037634)  0.4496
O (2.281354, -1.423626, 1.649583)  -0.9846
H (2.514069, 0.160633, -1.899293)  0.5159
H (-1.769120, -1.775125, -2.315950)  0.2249
H (3.153150, 1.086709, -2.978029)  0.4911
H (3.435122, -1.870822, -1.250260)  0.4954
O (-0.198779, 1.373813, -3.153217)  -1.0097
O (-2.288571, -1.899272, 1.949765)  -1.0089
H (-2.839227, 1.462944, 2.325638)  0.4934
H (1.518445, -2.030227, 1.738591)  0.5109
O (2.408383, 1.036202, -2.353505)  -0.9954
C (-1.463836, -1.403921, -1.349934)  0.1508
H (-2.649734, 1.222497, 0.806798)  0.5125
H (-0.491311, -0.528214, 0.840769)  0.2091
H (-0.581000, 3.547460, 1.605837)  0.2011
O (0.128338, -3.135831, 1.627069)  -1.0057
C (0.243220, 1.337787, 0.169886)  -0.1006
H (0.327060, -3.257669, -0.218456)  0.4944
O (-2.284174, 1.914276, -1.281748)  -0.9938
H (1.838451, 1.670919, 1.515223)  0.2352
O (2.588411, -1.446562, -1.057240)  -1.0055
H (-1.806264, -1.934631, -0.478939)  0.2228
C (0.767270, 1.841678, 1.476019)  -0.4451
H (0.381727, 2.006627, -0.662963)  0.2136
H (-2.462323, -0.931806, 1.847754)  0.5219
H (1.169107, -2.520257, -1.250745)  0.4970
H (-2.984881, 2.501793, -1.606620)  0.4904
H (0.869328, 3.703173, 2.604342)  0.2266
H (0.063543, -3.969107, 2.107797)  0.4987

Forces on the atoms, in the same order (eV/Å):
0.16 -0.02 -0.28
0.03 0.02 -0.11
-0.03 -0.10 0.25
-0.57 0.29 0.33
-0.22 -0.12 0.16
-0.06 -0.11 -0.24
0.18 -0.08 0.19
0.06 -0.31 0.16
0.22 0.47 -0.57
0.21 0.01 -0.04
0.07 -0.08 -0.05
0.06 -0.15 0.03
-0.38 -0.71 1.16
-0.13 0.46 -0.23
0.21 0.03 -0.75
-0.27 0.16 -0.36
-0.10 0.48 -0.19
0.06 0.23 -0.15
-0.41 0.06 0.33
-0.13 0.01 0.06
0.39 0.40 -0.49
0.21 0.47 -0.34
-0.03 -0.15 -0.07
0.14 -0.06 0.17
0.33 -0.49 -0.17
0.13 -0.09 0.01
-0.17 -0.28 0.47
0.02 -0.06 0.11
-0.01 -0.09 0.13
-0.55 -0.03 0.29
0.33 -0.09 0.39
-0.15 -0.09 -0.09
-0.27 0.44 -0.38
0.26 -0.10 -0.02
0.28 0.18 0.27
0.08 -0.06 0.22
-0.27 0.20 0.08
-0.01 0.03 -0.33
-0.05 -0.29 0.19
-0.12 -0.04 -0.19
0.32 -0.22 0.07
-0.02 -0.07 -0.01
0.22 -0.05 -0.03


| no. | LUMO (hartree) |
| --- | --- |
| 1 | 0.0305 |
| 2 | 0.0131 |
| 3 | -0.4487 |
| 4 | -0.1051 |